1.
Density functional theory data (ωB97M-V/def2-TZVPD) for a 3-piece molecular cluster, C3H10N2O2Si overall at a distorted geometry.

For the HOMO-LUMO gap, the calculation gives 0.3362 hartree. The value obtained for the highest occupied orbital energy is -8.584 eV. The structure (SMILES) is N/C=C/[SiH3].O=C=O.N. Its net charge is 0. For the LUMO energy, the calculation gives 0.56 eV.

```
18
C3H10N2O2Si | OMol25 | ωB97M-V/def2-TZVPD
N -1.5622 1.0472 0.1205
C -1.0311 -0.2013 0.3684
C -1.3957 -1.2427 -0.3809
Si -0.9641 -3.0049 -0.1803
H -2.4490 1.0586 -0.4881
H -1.2868 1.9625 0.5576
H -0.2917 -0.1996 1.2236
H -2.1821 -0.9511 -1.1147
H 0.1137 -3.2585 -1.1859
H -2.1872 -3.7435 -0.3117
H -0.6626 -3.2867 1.2742
O 0.1025 0.7014 -2.1170
C 0.6681 -0.1785 -1.5950
O 1.5061 -0.8842 -1.1420
N 2.9469 3.1439 1.0555
H 3.7601 2.5847 1.4908
H 2.7626 3.8816 1.7249
H 2.1525 2.5712 0.7003
```

***

2.
Density functional theory data (ωB97M-V/def2-TZVPD) for a 2-piece molecular cluster, C3H10N2O3 overall at a distorted geometry.

For the HOMO-LUMO gap, the calculation gives 0.3798 hartree. The value obtained for the highest occupied orbital energy is -9.671 eV. The structure (SMILES) is C/N=N/C.OC(O)O. Its net charge is 0. For the LUMO energy, the calculation gives 0.66 eV.

```
18
C3H10N2O3 | OMol25 | ωB97M-V/def2-TZVPD
C -0.0668 -2.4406 -0.0373
N 0.4081 -1.2476 0.5984
N 1.5653 -0.9049 0.2933
C 2.0336 0.2958 0.9050
H 0.6927 -2.9093 -0.6701
H -0.9428 -2.1738 -0.6314
H -0.3920 -3.1278 0.7447
H 2.9810 0.0669 1.3915
H 2.2377 1.0123 0.1073
H 1.3258 0.7270 1.6192
O -0.4691 2.4816 -0.6195
C -0.9837 1.1992 -0.7446
O -2.0149 1.1279 -1.6640
O -1.4251 0.7412 0.4881
H -1.1163 3.0352 -0.1626
H -0.1712 0.5987 -1.1656
H -2.8122 1.5048 -1.2635
H -0.8498 0.0132 0.8111
```

***

3.
Density functional theory data (ωB97M-V/def2-TZVPD) for a 4-piece molecular cluster, C3H10N2O3 overall at a distorted geometry.

For the HOMO-LUMO gap, the calculation gives 0.3608 hartree. The value obtained for the highest occupied orbital energy is -9.164 eV. The structure (SMILES) is c1c[nH]cn1.O.O.O. Its net charge is 0. For the LUMO energy, the calculation gives 0.65 eV.

```
18
C3H10N2O3 | OMol25 | ωB97M-V/def2-TZVPD
C 0.1802 -0.5325 0.0693
C 0.1159 -1.4031 1.1109
N -1.2410 -1.5206 1.4307
C -1.9132 -0.7781 0.5071
N -1.0679 -0.0836 -0.3092
H 1.1174 -0.1695 -0.3450
H 0.8000 -2.0519 1.6118
H -1.6292 -2.3372 1.9374
H -2.9771 -0.7815 0.4493
O 1.6392 -0.1355 -2.5426
H 2.0144 0.0338 -3.4292
H 0.8266 0.3529 -2.6156
O -0.0396 2.6239 -2.5129
H 0.0318 3.5552 -2.2593
H -0.2323 2.1797 -1.6731
O 1.0670 0.3374 3.1717
H 1.2010 0.2542 2.2211
H 0.1068 0.4565 3.1778
```

***

4.
Density functional theory data (ωB97M-V/def2-TZVPD) for a 2-piece molecular cluster, C3H10N2O3P overall at a distorted geometry.

For the HOMO-LUMO gap (spin up / spin down), the calculation gives 0.2258 / 0.2422 hartree. The value obtained for the highest occupied orbital energy (spin up / spin down) is -2.628 / -3.045 eV. Its net charge is -1. For the LUMO energy (spin up / spin down), the calculation gives 3.52 / 3.55 eV.

```
19
C3H10N2O3P | OMol25 | ωB97M-V/def2-TZVPD
C 0.8544 -1.4744 -0.4306
C -0.3936 0.4322 -1.0843
C 0.1711 1.4090 1.2618
N -0.3962 0.3216 1.9986
N -0.4731 -0.9451 -0.7835
O -2.2681 2.4194 1.5585
O -0.1924 3.8511 2.3019
O -0.6677 3.4685 -0.2069
P -0.8430 2.8960 1.3869
H 1.5956 -0.9458 -1.1201
H 1.1346 -1.4279 0.5437
H 0.7502 -2.5657 -0.6449
H -1.3739 0.7342 -1.4088
H 0.4132 0.9537 -1.4470
H 1.1267 1.3168 0.9796
H -1.2892 0.6114 2.2919
H -0.2256 -0.5899 1.6644
H -1.0588 -1.3563 -0.1116
H -1.5378 3.5369 -0.5582
```

***

5.
Density functional theory data (ωB97M-V/def2-TZVPD) for a 2-piece molecular cluster, C3H10N2O3S overall at a distorted geometry.

For the HOMO-LUMO gap, the calculation gives 0.3734 hartree. The value obtained for the highest occupied orbital energy is -9.383 eV. Its net charge is 0. For the LUMO energy, the calculation gives 0.78 eV.

```
19
C3H10N2O3S | OMol25 | ωB97M-V/def2-TZVPD
C -1.3563 0.6908 1.1634
C -0.8196 -0.4604 -1.0528
C -0.5767 0.6762 -0.0861
N 0.2555 1.5786 -0.3449
N -1.0205 -1.7530 -0.4174
O 2.4435 -1.5422 0.2080
O 2.6742 0.0919 -1.4683
O 3.2697 0.7522 0.9514
S 2.1345 -0.1610 0.0640
H -0.7394 0.0284 1.7605
H -2.3841 0.4433 1.3002
H -1.3061 1.7075 1.4545
H 0.0613 -0.5305 -1.7030
H -1.6387 -0.1877 -1.6688
H 2.5459 1.0672 -1.7471
H 0.2549 2.2865 0.3444
H -1.2126 -2.4181 -1.1293
H 3.9291 0.0800 0.8399
H -0.2709 -1.9827 0.2190
```

***

6.
Density functional theory data (ωB97M-V/def2-TZVPD) for C3H10N2O3Tl as an isolated structure at a distorted geometry.

For the HOMO-LUMO gap, the calculation gives 0.1249 hartree. The value obtained for the highest occupied orbital energy is -12.702 eV. Its net charge is +1. For the LUMO energy, the calculation gives -9.30 eV.

```
19
C3H10N2O3Tl | OMol25 | ωB97M-V/def2-TZVPD
Tl 2.6377 0.0144 -0.7446
C -0.2165 0.7246 3.2220
C -0.3986 -0.2625 2.0870
O 0.5882 -0.3618 1.2134
H -1.0929 1.0199 3.7943
H 0.2027 1.6417 2.7970
H 0.5363 0.3942 3.9431
H -1.3473 0.0289 1.5774
H -0.6144 -1.2934 2.4694
O 4.6569 -1.6680 0.0504
H 5.6250 -1.5995 -0.0015
C -0.8128 0.0726 -2.4909
O 0.3834 -0.1715 -2.3203
N -1.3607 0.3921 -3.6875
N -1.7099 -0.0271 -1.4648
H -2.3506 0.4419 -3.8388
H -0.7492 0.5325 -4.4716
H -1.2995 -0.0864 -0.5532
H -2.6780 0.2074 -1.5809
```

***

Look up the net charge of the third one. 0

***

net charge of number 6 (C3H10N2O3Tl)? +1

***

Copy entry 6 word for word.
Density functional theory data (ωB97M-V/def2-TZVPD) for C3H10N2O3Tl as an isolated structure at a distorted geometry.

For the HOMO-LUMO gap, the calculation gives 0.1249 hartree. The value obtained for the highest occupied orbital energy is -12.702 eV. Its net charge is +1. For the LUMO energy, the calculation gives -9.30 eV.

```
19
C3H10N2O3Tl | OMol25 | ωB97M-V/def2-TZVPD
Tl 2.6377 0.0144 -0.7446
C -0.2165 0.7246 3.2220
C -0.3986 -0.2625 2.0870
O 0.5882 -0.3618 1.2134
H -1.0929 1.0199 3.7943
H 0.2027 1.6417 2.7970
H 0.5363 0.3942 3.9431
H -1.3473 0.0289 1.5774
H -0.6144 -1.2934 2.4694
O 4.6569 -1.6680 0.0504
H 5.6250 -1.5995 -0.0015
C -0.8128 0.0726 -2.4909
O 0.3834 -0.1715 -2.3203
N -1.3607 0.3921 -3.6875
N -1.7099 -0.0271 -1.4648
H -2.3506 0.4419 -3.8388
H -0.7492 0.5325 -4.4716
H -1.2995 -0.0864 -0.5532
H -2.6780 0.2074 -1.5809
```

***

The highest net charge belongs to which entry? C3H10N2O3Tl